Record 1
DFT (ωB97M-V/def2-TZVPD) results for a molecular structure, C31H36Cl2N2O9PW.

HOMO level = -15.024 eV
orbital gap = 4.48 eV
DFT total energy = -3317.567818 hartree
energy relative to the best compared isomer or geometry (same formula, charge and spin) = 1.493 eV
net charge = +3

The geometry in XYZ format:
```
82
Properties=species:S:1:pos:R:3:forces:R:3:lowdin_charge:R:1
W -1.344781 0.895254 0.686318 0.342 -0.379 -0.429 1.65
Cl -1.165367 -1.251025 -0.188425 -0.103 0.106 0.196 0.37
Cl -4.449265 1.267223 1.760907 0.010 -0.011 0.052 0.64
P 2.152034 -1.885501 1.326720 -0.179 0.020 0.113 0.48
O 2.040692 -0.437851 0.805086 -0.043 0.056 -0.015 -0.18
O -1.479505 2.579242 -6.842599 0.018 -0.002 0.011 0.08
O -2.149218 2.613298 0.702934 -0.125 -0.117 -0.249 -0.27
O 2.373362 -2.927274 0.227114 -0.009 -0.136 0.124 -0.14
O 0.992723 2.125068 -2.210503 -0.034 -0.128 -0.024 0.18
O -3.723662 2.415978 -6.354379 -0.023 -0.009 0.073 0.09
O 3.301097 -1.958951 2.328223 0.022 0.026 -0.104 -0.13
O -0.685710 1.356669 -0.925990 -0.234 0.148 0.655 -0.34
O 0.787664 -2.035192 2.097834 0.213 -0.074 -0.102 -0.09
N -1.470390 -0.117996 2.672862 -0.037 -0.238 0.094 -0.12
N -0.071626 1.909431 2.028725 0.095 0.070 -0.415 -0.11
C -3.489757 2.014846 -3.964703 -0.033 -0.001 0.015 0.06
C -1.171474 1.957464 -3.246694 0.026 -0.045 0.145 -0.15
C -3.016749 2.248900 -5.240499 0.063 0.003 -0.052 -0.19
C -0.103411 3.876957 0.635063 -0.158 0.046 -0.003 -0.14
C -1.437291 -2.626809 2.645117 -0.120 -0.227 -0.074 -0.17
C -1.386594 5.708740 -1.012251 -0.034 -0.011 0.008 0.02
C 4.832380 -3.893984 2.266938 -0.015 0.033 -0.003 -0.04
C -1.646926 2.346533 -5.527057 -0.017 -0.007 0.032 -0.19
C 2.151379 -4.594388 -1.498149 -0.006 0.011 -0.005 -0.04
C -1.460949 3.691782 0.252732 0.101 0.125 -0.053 -0.27
C -0.928108 -5.300788 2.061029 -0.068 0.030 0.031 0.00
C -1.384869 0.950297 3.700679 0.034 0.082 0.023 -0.15
C -2.412041 -3.610595 2.867145 0.016 0.109 -0.019 0.01
C -0.182379 -3.032603 2.180375 -0.120 0.069 -0.068 -0.26
C -0.044465 5.904447 -0.664769 0.032 0.020 -0.003 -0.01
C 0.083100 -4.357735 1.911088 0.098 0.039 -0.020 0.00
C 3.783256 -3.167219 3.062119 0.015 -0.039 0.034 -0.16
C 4.388615 0.149112 0.203496 -0.005 -0.021 -0.001 -0.05
C -1.703864 -1.294065 3.157462 0.049 0.187 0.085 -0.03
C 0.415694 3.079150 1.686100 -0.248 0.031 0.045 0.00
C -2.181566 -4.929471 2.530296 0.079 -0.049 -0.021 -0.02
C -2.536774 1.863734 -2.966825 -0.018 -0.023 -0.002 -0.01
C 1.589819 -3.300236 -0.982306 0.006 0.027 -0.028 -0.19
C 0.004142 1.506024 3.446897 -0.006 -0.026 0.027 -0.12
C -2.105769 4.621652 -0.545363 0.001 0.004 0.035 0.04
C -3.434838 0.335608 0.670480 -0.066 0.094 0.207 -0.75
C 2.947015 0.148144 -0.226248 0.054 0.047 -0.006 -0.18
C -0.699111 2.215380 -4.557205 0.006 0.033 -0.070 0.11
C -0.159608 1.865285 -2.224941 0.309 0.214 -0.077 -0.37
C -2.785485 2.630755 -7.429638 0.014 0.010 -0.060 -0.05
C 0.581194 5.019995 0.178265 0.009 0.009 0.021 0.02
H 1.072612 -4.669888 1.605190 0.019 0.002 -0.019 0.12
H 2.911337 -3.780247 3.293235 -0.003 0.004 -0.021 0.12
H 4.176459 -2.748307 3.982829 -0.022 -0.018 0.016 0.13
H -1.880365 6.431950 -1.648331 -0.001 -0.004 -0.003 0.14
H -3.764431 0.469361 -0.363148 0.013 0.051 0.003 0.03
H -2.957563 3.613969 -7.862385 -0.003 -0.002 0.011 0.15
H -2.868692 1.700863 -1.950936 -0.006 -0.003 -0.055 0.08
H 3.209932 -4.495175 -1.731995 0.003 -0.003 0.000 0.10
H 4.450849 -4.238397 1.307016 -0.004 -0.013 -0.001 0.07
H -4.549778 1.954630 -3.764800 0.001 -0.002 -0.003 0.14
H -3.363430 -3.321576 3.298266 -0.003 -0.004 -0.009 0.14
H 4.959039 0.729440 -0.522464 -0.005 -0.011 -0.017 0.11
H -3.533113 -0.710913 0.936659 0.004 -0.018 -0.050 0.00
H 2.015292 -5.404043 -0.781895 0.007 0.011 0.005 0.09
H -2.894038 1.833272 -8.161773 -0.001 0.000 0.011 0.15
H 0.486501 6.769045 -1.037490 -0.001 0.001 0.005 0.13
H 1.711603 -2.482647 -1.690120 -0.014 0.012 0.011 0.12
H -2.954383 -5.670819 2.674552 0.001 -0.004 -0.003 0.13
H -3.149599 4.482872 -0.791312 0.000 -0.011 -0.004 0.14
H 0.546444 -3.379167 -0.685271 0.012 -0.027 0.013 0.08
H -1.496645 0.541768 4.702912 0.008 0.032 0.012 0.14
H 1.625437 -4.862227 -2.415028 -0.006 0.002 0.003 0.10
H 0.767500 0.740575 3.592543 -0.008 -0.005 -0.017 0.13
H 4.810909 -0.855444 0.226219 0.005 0.011 0.032 0.08
H 2.778638 -0.416578 -1.141599 0.007 0.026 -0.015 0.12
H 0.357178 2.298865 -4.769050 -0.001 -0.001 -0.002 0.15
H -0.717027 -6.338788 1.841505 -0.005 -0.003 -0.001 0.13
H 5.705816 -3.264399 2.106215 -0.006 0.006 -0.017 0.10
H 5.150009 -4.767751 2.837086 0.007 0.009 0.014 0.10
H 1.602959 5.190329 0.493726 0.002 -0.008 0.003 0.14
H -2.116878 -1.305027 4.168371 0.016 -0.007 0.005 0.16
H -2.144909 1.715816 3.532875 -0.011 -0.011 0.006 0.11
H 0.218765 2.372054 4.069592 0.013 -0.014 0.019 0.14
H 4.512312 0.615728 1.179969 0.007 -0.007 0.002 0.10
H 1.160844 3.525526 2.343049 0.070 -0.060 -0.038 0.17
H 2.547794 1.150077 -0.357632 -0.007 -0.040 -0.018 0.11
```
Positions in Å, forces in eV/Å.



Record 2
DFT (ωB97M-V/def2-TZVPD) results for 4 unconnected molecules or ions with the total composition C3H12O4S.

HOMO level = 0.234 eV
orbital gap = 5.99 eV
DFT total energy = -820.583260 hartree
energy relative to the best compared isomer or geometry (same formula, charge and spin) = 1.430 eV
net charge = -2

The geometry in XYZ format:
```
20
Properties=species:S:1:pos:R:3:forces:R:3:lowdin_charge:R:1
S -2.563064 -0.300021 -2.458129 0.511 0.929 0.673 -0.09
O 0.494146 0.859905 1.648287 0.893 0.197 -0.291 -0.29
O 2.613025 -0.047294 0.775112 -1.081 0.940 -0.649 -0.25
O 0.415426 -1.570870 1.961611 -2.904 0.585 -0.374 -0.20
O 0.707274 -2.579386 -1.571821 -1.368 1.805 0.158 -0.11
C -1.642040 1.073057 -1.435539 -1.711 -1.792 -0.361 -0.68
C -0.289160 1.468802 0.660637 -0.770 -0.245 3.328 -0.37
C -0.875788 0.487807 -0.252021 1.019 0.107 -3.022 -0.33
H 0.259246 2.200363 0.172461 1.178 1.742 -1.312 0.08
H 2.137507 -0.360887 -0.010848 0.693 -0.465 -0.053 -0.03
H -1.459059 -0.174602 0.309968 -1.035 -1.214 0.541 0.09
H 1.689614 0.549623 1.069657 0.914 -0.750 1.014 0.01
H 1.290646 -3.000632 -0.958128 0.349 -0.077 0.897 -0.01
H -1.051687 1.554651 -2.198210 0.494 0.454 0.212 0.01
H 1.317474 -1.425867 2.062087 2.856 -0.052 0.207 -0.08
H 0.232534 -0.496496 1.765340 0.122 -1.317 0.508 0.00
H -0.039251 -0.084747 -0.743047 -0.523 0.299 0.680 0.09
H -1.026732 1.967838 1.321392 -0.653 0.370 -1.028 0.11
H 0.223184 -1.840333 -1.057992 0.988 -1.894 -1.028 0.04
H -2.433295 1.719088 -1.060817 0.028 0.377 -0.102 0.02
```
Positions in Å, forces in eV/Å.



Record 3
DFT (ωB97M-V/def2-TZVPD) results for 8 unconnected molecules or ions with the total composition H16O8.

HOMO level = -10.491 eV
orbital gap = 10.59 eV
DFT total energy = -611.408089 hartree
energy relative to the best compared isomer or geometry (same formula, charge and spin) = 4.749 eV
net charge = 0

The geometry in XYZ format:
```
24
Properties=species:S:1:pos:R:3:forces:R:3:lowdin_charge:R:1
O -3.135156 -0.362454 1.452286 -4.351 3.827 -0.690 -0.11
O 3.165449 2.629090 1.635217 0.015 0.240 0.035 -0.06
O 4.081241 -2.599462 -0.364031 0.149 0.027 0.129 -0.07
O 2.023436 0.520455 -1.388171 0.206 -0.084 -0.377 -0.06
O -2.363764 2.545559 -1.757236 0.086 -0.286 0.229 -0.04
O -1.752522 -2.058209 -1.354094 0.059 0.024 -0.052 -0.06
O -1.637391 -1.473028 1.629669 4.771 -3.738 0.348 -0.11
O -0.220929 0.856267 0.113284 -0.301 -0.133 0.094 -0.04
H 2.272742 0.858687 -2.255601 0.094 -0.076 0.085 0.04
H -1.942882 -1.463613 -0.619786 -0.192 -0.023 0.264 -0.01
H 5.023157 -2.768097 -0.248502 -0.108 -0.024 -0.039 0.03
H -0.205760 -0.104294 0.035297 -0.004 0.086 -0.038 0.01
H -2.229471 -2.865703 -1.131694 0.034 0.088 -0.100 0.04
H 3.710222 3.396877 1.428542 -0.018 -0.114 0.028 0.03
H -1.670022 1.927627 -2.013892 -0.021 0.157 -0.301 0.03
H -0.989949 1.121410 -0.403723 -0.026 0.106 0.315 0.01
H 1.305311 -0.094985 -1.573965 0.118 0.107 -0.001 0.02
H -2.654193 -0.057697 2.229967 -0.333 -0.029 -0.256 0.06
H -3.049529 1.984112 -1.378432 -0.091 0.090 -0.103 0.04
H -1.529871 -2.415659 1.459738 0.262 -0.266 0.250 0.07
H 3.929174 -1.778538 0.117579 -0.073 0.038 -0.120 0.03
H 2.262435 2.941255 1.508294 0.014 -0.172 -0.066 0.03
H -0.734522 -1.141938 1.694466 0.340 -0.163 0.194 0.06
H -3.657206 0.402336 1.184799 -0.631 0.317 0.172 0.05
```
Positions in Å, forces in eV/Å.



Record 4
DFT (ωB97M-V/def2-TZVPD) results for a molecular structure, CHGaO2.

HOMO level (alpha / beta) = -24.029 / -24.912 eV
orbital gap (alpha / beta) = 7.52 / 8.34 eV
DFT total energy = -2112.931109 hartree
energy relative to the best compared isomer or geometry (same formula, charge and spin) = 0.546 eV
net charge = +2

The geometry in XYZ format:
```
5
Properties=species:S:1:pos:R:3:forces:R:3:lowdin_charge:R:1
Ga 1.701738 0.792319 0.091549 3.375 1.410 0.195 1.50
O -1.387071 0.276679 -0.076994 4.116 4.162 -0.057 0.30
O 0.481151 -0.593108 0.027982 -2.043 -1.263 -0.091 0.01
C -0.206875 0.657803 -0.048662 -7.966 -4.255 -0.149 -0.16
H -0.588941 -1.133691 0.006125 2.518 -0.054 0.102 0.36
```
Positions in Å, forces in eV/Å.



Record 5
DFT (ωB97M-V/def2-TZVPD) results for a molecular structure, C24H42ClN5O5P2S.

HOMO level = -7.778 eV
orbital gap = 6.33 eV
DFT total energy = -3130.588351 hartree
spin multiplicity = 3
net charge = 0

The geometry in XYZ format:
```
80
Properties=species:S:1:pos:R:3:forces:R:3:lowdin_charge:R:1
Cl -2.635798 -0.998252 -0.708012 -0.459 0.777 1.749 0.63
S -3.019807 -3.147431 3.729075 -0.238 3.249 -1.072 0.98
P -4.194537 1.471042 5.329530 -1.277 1.423 0.364 0.83
P -4.235056 3.426967 2.762662 -0.805 0.350 1.126 0.81
O -5.544761 3.689376 1.698662 1.534 -0.293 0.508 -0.31
O -4.406860 0.245427 6.452898 1.380 0.279 -0.958 -0.32
O 0.289197 2.945947 1.348962 1.461 -0.324 0.250 -0.04
O 1.976040 -3.097952 -3.380117 0.399 -1.013 1.099 -0.02
O -2.761743 2.323177 5.743929 -0.862 -1.440 -0.654 -0.33
N 1.588468 3.096831 1.087390 -3.611 0.941 -0.732 -0.05
N 1.704017 -4.138709 -2.593132 -1.074 2.390 -2.634 -0.06
N -2.828016 -2.577074 2.185469 -0.356 1.165 -0.063 -0.28
N -3.023891 4.538308 2.185073 -1.200 -1.037 -0.832 -0.17
N -3.423759 -1.699626 4.523486 0.538 0.057 -3.181 -0.23
C 3.330945 2.304528 -0.516625 0.293 0.241 0.033 -0.04
C -3.060968 -0.316262 0.907438 -0.683 2.271 1.133 -0.52
C -3.080147 -1.227082 2.094990 -0.166 -1.370 2.508 -0.30
C -3.419643 -0.761473 3.526407 -0.227 1.582 -1.743 -0.33
C 1.945457 4.516504 1.383785 1.595 1.211 0.988 -0.48
C -1.078796 -4.989206 -3.094210 0.051 -0.032 0.009 -0.18
C 2.456691 -5.426093 -4.635026 0.124 0.754 0.011 -0.05
C 1.877622 5.014608 -1.137324 0.035 -0.014 0.019 -0.18
C 1.829571 2.604497 -0.303362 1.361 -1.260 -1.202 -0.48
C 0.562560 -4.670574 -0.437861 -0.075 -0.359 0.027 -0.04
C 1.352406 3.602368 -1.370923 -0.157 0.447 0.158 -0.14
C -3.750213 0.709732 3.643359 0.803 0.508 -1.279 -0.25
C 0.613422 -3.725852 -1.660357 -0.667 -0.024 2.118 -0.48
C -0.766565 -3.700246 -2.343239 -0.011 -0.147 -0.390 -0.15
C 0.030310 -5.312841 -4.089428 -0.316 0.411 0.079 -0.14
C 1.443068 -5.314970 -3.475721 0.466 -2.167 -0.166 -0.49
C 1.152199 1.243308 -0.565199 -0.577 0.151 0.503 -0.05
C 3.465910 4.620450 1.637630 0.292 -0.009 -0.236 -0.04
C -3.749650 1.643680 2.451331 0.734 -3.619 0.466 -0.33
C 0.877270 -2.340083 -1.027086 0.395 0.178 -0.600 -0.06
C 1.528896 5.492599 0.267857 -0.279 -0.193 -0.416 -0.14
C 1.669601 -6.616833 -2.674925 -0.220 -0.169 0.266 -0.04
C 1.326633 5.023818 2.704350 -0.533 -0.532 -0.052 -0.04
C -3.396063 1.111936 1.084167 0.393 -3.231 1.277 -0.07
H 1.563522 -4.858178 -0.041635 -0.019 0.007 -0.106 0.09
H 3.798259 3.855881 2.344155 -0.079 -0.017 -0.090 0.09
H -0.176223 -6.283261 -4.550665 0.266 -0.007 0.046 0.12
H 1.559086 4.352472 3.534831 -0.030 -0.015 -0.086 0.09
H 1.851527 -2.316676 -0.531119 -0.005 -0.030 -0.100 0.09
H -0.818929 -2.863324 -3.049551 0.202 0.000 0.031 0.12
H -0.026743 -4.227969 0.369106 0.039 0.160 -0.180 0.08
H -5.096819 0.467430 7.097390 0.255 0.294 -0.535 0.05
H 1.705161 -7.481255 -3.342773 0.006 0.197 -0.105 0.08
H 0.062068 1.305423 -0.553007 0.080 0.070 0.191 0.07
H 0.256948 3.635748 -1.388066 0.026 -0.100 0.162 0.12
H 1.462592 0.501270 0.174936 -0.033 0.074 0.000 0.09
H 2.621279 -6.586181 -2.138528 -0.077 0.093 -0.009 0.09
H 1.718243 6.011039 2.958728 0.155 -0.112 -0.236 0.09
H 2.335766 -4.630953 -5.372478 0.042 0.080 0.208 0.08
H -3.397961 1.810436 0.215288 0.047 -0.828 0.781 0.10
H 0.879194 -6.838525 -1.960917 0.043 0.102 0.055 0.06
H 0.242246 5.131736 2.642726 0.070 -0.156 -0.043 0.06
H 0.842435 -1.527649 -1.754870 0.130 -0.187 -0.080 0.07
H 4.069673 4.541651 0.736173 -0.047 -0.115 0.000 0.06
H -3.132371 4.692568 1.178358 0.536 -0.023 0.250 0.03
H 3.746710 1.749371 0.327558 -0.070 0.072 0.003 0.09
H 1.434973 5.693226 -1.871919 0.052 -0.017 0.040 0.11
H 2.958859 5.058161 -1.297459 -0.017 -0.045 0.016 0.10
H 0.445568 5.657826 0.310980 0.029 -0.142 0.121 0.12
H 3.485151 -5.399871 -4.266240 -0.076 0.053 0.021 0.09
H 1.990538 6.469865 0.436995 0.034 -0.133 0.234 0.13
H 0.121123 -2.103754 -0.275331 -0.046 -0.331 -0.082 0.06
H -2.072629 4.264810 2.440598 -0.256 0.017 -0.307 0.01
H 3.720909 5.590727 2.071131 -0.219 -0.045 -0.007 0.09
H 2.323249 -6.366843 -5.174032 -0.173 -0.020 0.267 0.08
H -1.548993 -3.518956 -1.600811 0.248 0.019 0.147 0.09
H -2.540577 2.817588 4.931329 0.025 -0.175 0.528 0.00
H 0.087960 -5.628268 -0.642595 0.106 -0.017 -0.061 0.06
H 1.660379 3.263933 -2.364550 0.057 -0.210 0.166 0.13
H -6.354155 3.725333 2.234349 0.433 0.030 -0.139 0.04
H -1.220567 -5.820419 -2.397189 0.030 0.038 0.024 0.10
H -0.015922 -4.576196 -4.900153 0.174 0.035 0.092 0.12
H 3.937863 3.193566 -0.676767 -0.024 0.012 0.124 0.06
H -2.026135 -4.877816 -3.629333 0.043 -0.036 0.033 0.11
H 3.480509 1.693522 -1.409856 -0.232 0.005 0.076 0.09
H 1.422226 0.857965 -1.550687 0.213 0.247 0.071 0.08
```
Positions in Å, forces in eV/Å.



Record 6
DFT (ωB97M-V/def2-TZVPD) results for a molecular structure, C3H2O4Tl.

HOMO level (alpha / beta) = -24.334 / -26.384 eV
orbital gap (alpha / beta) = 4.91 / 8.19 eV
DFT total energy = -587.342010 hartree
energy relative to the best compared isomer or geometry (same formula, charge and spin) = 1.160 eV
net charge = +3

The geometry in XYZ format:
```
10
Properties=species:S:1:pos:R:3:forces:R:3:lowdin_charge:R:1
Tl -1.988783 -0.759325 2.222936 -5.781 -2.378 5.109 1.69
O 0.701915 0.490794 -0.085973 1.233 -0.211 -2.092 0.30
O 1.505826 0.732938 -3.400964 0.160 0.938 0.230 0.56
O -1.155275 0.829078 1.165570 1.643 2.237 -1.661 0.10
O -0.308296 -1.205922 1.113437 3.075 -0.403 -2.059 0.08
C 1.700415 0.782685 -2.227268 1.286 -2.269 -0.120 0.16
C 0.698342 0.133569 -1.285555 -2.763 1.110 1.755 0.23
C -0.335077 -0.011759 0.820603 -0.013 0.203 -0.217 -0.63
H 2.690969 0.662632 -1.693833 0.757 1.218 -0.684 0.28
H -0.124628 -0.479451 -1.685570 0.403 -0.445 -0.259 0.23
```
Positions in Å, forces in eV/Å.